(1)
C2H9NS2 | the ωB97M-V functional and the def2-TZVPD basis

## Properties
* orbital gap: 8.59 eV
* energy relative to the best compared isomer or geometry (same formula, charge and spin): 38.79 kcal/mol
* LUMO: 0.752 eV

Last columns: bonded neighbours and bond lengths (Å).
Geometry (Å):
1 C 1.65 -0.31 -1.55  S2 1.823, H4 1.185, H5 1.160, H6 1.080
2 S 1.95 -2.07 -1.94  C1 1.823, S3 2.033
3 S 0.07 -2.77 -2.28  S2 2.033, H7 1.306
4 H 0.60 -0.31 -0.99  C1 1.185
5 H 2.47 -0.08 -0.77  C1 1.160
6 H 1.52 0.29 -2.44  C1 1.080
7 H -0.63 -1.69 -2.10  S3 1.306
8 C -1.61 1.08 2.02  N9 1.549, H10 1.192, H11 1.038, H12 1.065
9 N -0.50 0.60 1.06  C8 1.549, H13 1.029, H14 0.966
10 H -1.21 1.78 2.90  C8 1.192
11 H -2.46 1.46 1.55  C8 1.038
12 H -1.95 0.15 2.42  C8 1.065
13 H 0.36 0.52 1.62  N9 1.029
14 H -0.27 1.36 0.51  N9 0.966

=====

(2)
C6H9N2O | the ωB97M-V functional and the def2-TZVPD basis

## Properties
* orbital gap: 10.72 eV
* energy relative to the best compared isomer or geometry (same formula, charge and spin): 31.99 kcal/mol
* net charge: +1
* LUMO: -3.012 eV

Last columns: bonded neighbours and bond lengths (Å).
Geometry (Å):
1 C 2.32 -0.61 0.17  N2 1.462, H10 1.136, H11 1.048, H12 1.066
2 N 1.18 0.29 -0.03  C1 1.462, C3 1.321, N6 1.371
3 C 1.19 1.61 0.03  N2 1.321, C4 1.388, H13 1.151
4 C -0.10 2.11 -0.02  C3 1.388, C5 1.379, H14 1.031
5 C -0.91 1.00 -0.14  C4 1.379, N6 1.335, O9 1.308
6 N -0.12 -0.07 -0.23  N2 1.371, C5 1.335, C7 1.598
7 C -1.01 -1.40 -0.29  N6 1.598, C8 1.499, H15 1.069, H16 1.041
8 C -2.34 -0.75 -0.07  C7 1.499, O9 1.459, H17 1.087, H18 1.073
9 O -2.19 0.71 -0.08  C5 1.308, C8 1.459
10 H 2.96 0.05 0.84  C1 1.136
11 H 1.90 -1.51 0.50  C1 1.048
12 H 2.76 -0.67 -0.80  C1 1.066
13 H 2.05 2.25 0.45  C3 1.151
14 H -0.46 3.05 0.22  C4 1.031
15 H -0.71 -1.94 0.59  C7 1.069
16 H -0.81 -2.01 -1.10  C7 1.041
17 H -2.96 -1.05 -0.91  C8 1.087
18 H -2.75 -1.06 0.87  C8 1.073

=====

| no. | E_tot (Eh) |
| --- | --- |
| 1 | -932.662231 |
| 2 | -418.462449 |